1.
Computed, not measured: a molecular structure, C44H42As2NOSSiY in a non-equilibrium geometry, with ωB97M-V with the def2-TZVPD basis set.

Results
Net charge: +2
ΔE to the lowest compared entry with this formula, charge and spin in kcal/mol: 22.7
Gap between HOMO and LUMO in eV: 7.501
Energy in eV: -191270.295
2S+1: 1

Last column: Mulliken charge in e.
Positions of all 93 atoms, in Å:
Y  -0.308  1.174  -0.238  0.022
C  0.204  4.762  6.127  -1.205
Si  0.185  4.636  4.255  0.202
C  -1.198  5.744  3.609  -1.006
C  1.875  5.125  3.576  -0.661
C  0.039  2.783  3.766  0.586
C  0.180  1.800  4.740  -0.018
C  0.181  0.446  4.426  -1.386
C  0.038  0.086  3.111  -0.639
N  -0.093  0.994  2.136  0.336
C  -0.082  2.314  2.441  0.520
S  -0.218  3.366  1.031  -0.387
H  0.195  5.821  6.396  0.345
H  1.097  4.316  6.568  0.366
H  -0.674  4.303  6.587  0.345
H  -0.861  6.783  3.643  0.464
H  -2.093  5.667  4.228  0.293
H  -1.479  5.522  2.586  0.299
H  2.043  6.199  3.678  0.434
H  1.956  4.860  2.523  -0.224
H  2.666  4.607  4.122  0.360
H  0.281  2.101  5.776  0.453
H  0.283  -0.311  5.190  0.482
H  0.037  -0.951  2.800  0.556
O  1.567  0.253  -0.138  -0.257
As  2.689  0.930  -1.216  1.556
C  2.213  0.367  -2.997  0.423
C  0.936  -0.065  -3.342  -0.260
C  0.656  -0.432  -4.649  -0.958
C  1.658  -0.371  -5.607  -0.514
C  2.935  0.057  -5.268  -0.773
C  3.216  0.422  -3.961  -0.393
C  4.443  0.251  -0.850  0.171
C  4.565  -1.133  -0.756  -0.462
C  5.818  -1.685  -0.556  -0.734
C  6.930  -0.856  -0.455  -0.489
C  6.798  0.522  -0.545  -0.732
C  5.548  1.088  -0.748  0.003
C  2.532  2.845  -1.166  0.551
C  1.749  3.456  -2.145  -0.437
C  1.590  4.834  -2.131  -0.772
C  2.242  5.590  -1.167  -0.662
C  3.029  4.976  -0.200  -0.796
C  3.161  3.597  -0.180  -0.406
H  0.144  -0.149  -2.597  0.305
H  -0.334  -0.775  -4.916  0.463
H  1.441  -0.666  -6.625  0.413
H  3.714  0.098  -6.017  0.439
H  4.213  0.745  -3.683  0.475
H  3.685  -1.761  -0.830  0.382
H  5.928  -2.757  -0.476  0.423
H  7.909  -1.293  -0.312  0.407
H  7.667  1.159  -0.457  0.443
H  5.438  2.161  -0.833  0.463
H  1.301  2.863  -2.938  0.444
H  0.989  5.319  -2.888  0.493
H  2.142  6.667  -1.172  0.443
H  3.537  5.578  0.541  0.476
H  3.741  3.114  0.598  0.619
C  -7.003  0.127  -1.651  -0.496
C  -6.180  1.241  -1.733  -0.814
C  -4.935  1.223  -1.126  -0.372
C  -4.512  0.091  -0.432  0.815
C  -5.316  -1.042  -0.395  -0.325
C  -6.566  -1.014  -0.997  -0.750
As  -2.791  0.217  0.490  0.388
C  -3.283  1.253  2.064  1.189
C  -3.656  2.580  1.860  -0.699
C  -4.016  3.370  2.938  -0.796
C  -3.972  2.851  4.225  -0.598
C  -3.594  1.533  4.430  -0.901
C  -3.256  0.729  3.350  -0.024
C  -2.379  -1.581  1.074  1.143
C  -3.230  -2.338  1.879  -0.120
C  -2.920  -3.661  2.155  -0.834
C  -1.763  -4.232  1.643  -0.685
C  -0.892  -3.473  0.876  -0.699
C  -1.202  -2.153  0.593  -0.891
H  -7.984  0.150  -2.106  0.400
H  -6.507  2.117  -2.278  0.414
H  -4.290  2.093  -1.191  0.286
H  -4.977  -1.948  0.083  0.473
H  -7.200  -1.890  -0.960  0.419
H  -3.681  2.994  0.859  0.122
H  -4.347  4.388  2.778  0.470
H  -4.245  3.478  5.064  0.481
H  -3.570  1.123  5.431  0.461
H  -2.983  -0.305  3.515  0.421
H  -4.123  -1.889  2.293  0.611
H  -3.590  -4.250  2.768  0.432
H  -1.539  -5.271  1.841  0.426
H  0.023  -3.911  0.496  0.454
H  -0.508  -1.562  -0.006  0.316


2.
Computed, not measured: a molecular structure, C44H42AsIrN2O3S2Si in a non-equilibrium geometry, with ωB97M-V with the def2-TZVPD basis set.

Results
Net charge: 0
ΔE to the lowest compared entry with this formula, charge and spin in kcal/mol: 7.8
Gap between HOMO and LUMO (spin up / spin down) in eV: 6.203 / 5.841
Energy in eV: -148657.404
2S+1: 1

Last column: Mulliken charge in e.
Positions of all 96 atoms, in Å:
Ir  -0.191  0.148  0.040  3.305
C  1.931  -0.486  -0.261  -1.164
Si  2.292  -1.006  1.504  -0.873
C  0.690  -1.643  2.431  -0.964
N  -0.523  -0.855  2.198  0.495
C  -0.730  0.174  3.213  -1.161
C  -1.203  -0.359  4.582  -0.902
C  -2.171  -1.539  4.423  -0.680
C  -2.823  -1.462  3.049  -0.883
C  -1.755  -1.646  1.970  -0.149
C  3.083  0.438  2.481  0.968
C  3.464  1.613  1.839  -0.159
C  4.118  2.626  2.518  -0.798
C  4.434  2.477  3.857  -0.486
C  4.072  1.314  4.514  -0.779
C  3.396  0.316  3.832  -0.342
C  3.563  -2.424  1.647  0.654
C  4.808  -2.267  1.042  -0.394
C  5.777  -3.252  1.108  -0.813
C  5.521  -4.431  1.789  -0.466
C  4.290  -4.609  2.396  -0.748
C  3.325  -3.617  2.320  -0.261
H  1.857  -1.303  -0.971  0.682
H  2.585  0.280  -0.658  0.500
H  0.877  -1.723  3.505  0.515
H  0.525  -2.645  2.038  0.715
H  -1.472  0.877  2.820  0.550
H  0.202  0.728  3.347  0.274
H  -1.698  0.470  5.093  0.496
H  -0.347  -0.660  5.188  0.281
H  -2.932  -1.518  5.205  0.468
H  -1.637  -2.489  4.503  0.232
H  -3.326  -0.499  2.926  0.333
H  -3.568  -2.249  2.923  0.532
H  -2.191  -1.359  1.005  -0.438
H  -1.477  -2.700  1.898  0.455
H  3.247  1.737  0.790  0.216
H  4.388  3.538  2.005  0.461
H  4.968  3.255  4.384  0.386
H  4.326  1.187  5.558  0.409
H  3.116  -0.580  4.368  0.389
H  5.022  -1.349  0.514  0.426
H  6.737  -3.108  0.628  0.392
H  6.273  -5.208  1.840  0.379
H  4.084  -5.529  2.928  0.390
H  2.372  -3.785  2.800  0.285
S  0.417  2.347  1.269  -0.316
C  -0.275  3.740  0.484  1.044
C  0.048  4.997  0.997  -0.676
C  -0.485  6.135  0.432  -0.680
C  -1.360  6.033  -0.638  -0.948
C  -1.684  4.789  -1.154  -0.643
C  -1.136  3.632  -0.618  -0.515
As  -1.540  1.833  -1.305  0.870
C  -0.043  1.606  -2.532  0.023
C  1.146  2.326  -2.456  -0.453
C  2.184  2.042  -3.328  -0.694
C  2.055  1.033  -4.268  -0.577
C  0.872  0.316  -4.352  -0.794
C  -0.170  0.606  -3.494  -0.019
C  -2.916  2.380  -2.587  -0.104
C  -2.571  2.859  -3.844  0.044
C  -3.542  3.388  -4.677  -0.766
C  -4.862  3.442  -4.260  -0.444
C  -5.209  2.971  -3.003  -0.742
C  -4.239  2.441  -2.169  -0.524
H  0.722  5.058  1.840  0.535
H  -0.226  7.101  0.835  0.374
H  -1.785  6.925  -1.068  0.426
H  -2.360  4.724  -1.999  0.333
H  1.259  3.115  -1.720  0.422
H  3.103  2.607  -3.274  0.416
H  2.875  0.797  -4.929  0.377
H  0.765  -0.472  -5.082  0.436
H  -1.106  0.069  -3.565  0.507
H  -1.532  2.842  -4.157  0.369
H  -3.264  3.771  -5.649  0.411
H  -5.619  3.850  -4.916  0.397
H  -6.238  3.029  -2.675  0.408
H  -4.493  2.080  -1.177  0.424
O  -2.796  -0.597  -2.000  -0.643
C  -2.142  -1.630  -1.832  0.218
N  -1.018  -1.703  -1.132  -0.382
S  -0.358  -3.208  -1.140  0.969
O  0.878  -3.232  -1.869  -0.710
O  -0.312  -3.736  0.201  -0.715
C  -1.677  -3.969  -2.086  0.392
C  -1.882  -5.262  -2.505  -0.789
C  -3.022  -5.527  -3.255  -0.545
C  -3.919  -4.517  -3.564  -0.618
C  -3.698  -3.214  -3.140  -0.370
C  -2.560  -2.950  -2.396  -0.352
H  -1.178  -6.039  -2.254  0.501
H  -3.214  -6.530  -3.600  0.414
H  -4.802  -4.754  -4.139  0.412
H  -4.386  -2.418  -3.381  0.569